1.
The following is a quantum chemistry calculation of C4H7ClO in the gas phase in a non-equilibrium geometry, from OMol25.

- Kohn-Sham gap (eV) = 10.213
- max |F| (eV Å⁻¹) = 1.96
- ΔE to the lowest compared entry with this formula, charge and spin (kJ/mol) = 103.5
- structure (SMILES) = C/C=C(\Cl)CO

```
13
Properties=species:S:1:pos:R:3:forces:R:3
C 0.796 -1.212 -1.555 1.66 0.55 -0.13
C 0.044 -0.576 -0.421 0.35 -0.47 -0.27
C 0.342 0.503 0.250 0.23 1.25 0.58
C -0.472 1.004 1.426 -1.37 -0.68 -1.01
H 1.528 -2.035 -1.270 -0.99 0.97 0.11
H 1.455 -0.400 -2.029 -1.06 -1.23 0.38
H 0.128 -1.662 -2.281 -0.08 0.17 -0.20
H -0.870 -0.902 0.029 -0.47 -1.30 -0.41
H -0.631 2.072 1.376 0.26 0.39 -0.05
H 0.063 0.754 2.328 -0.07 -0.04 0.47
H -2.307 0.562 0.732 -0.22 0.54 -0.83
O -1.764 0.354 1.477 1.25 -0.23 1.49
Cl 1.690 1.538 -0.061 0.50 0.10 -0.12
```
Forces are in eV/Å.

2.
The following is a quantum chemistry calculation of C4H7ClO3S2 in the gas phase in a non-equilibrium geometry, from OMol25.

- Kohn-Sham gap (eV) = 10.258
- max |F| (eV Å⁻¹) = 6.06

```
17
Properties=species:S:1:pos:R:3:forces:R:3
O 3.079 -1.629 -0.271 -5.57 0.92 2.22
S 1.696 -1.465 0.461 5.22 -1.46 -1.47
O 0.525 -1.812 -0.726 -0.42 1.68 1.44
C -0.848 -1.685 -0.212 -2.36 -0.05 -0.69
C -1.465 -0.145 -0.330 0.58 0.40 0.14
Cl -3.268 -0.232 0.222 1.72 -0.11 -0.59
C -0.716 0.936 0.662 0.60 -0.85 -0.54
C 0.858 1.022 0.126 -1.38 0.94 -0.42
S 1.451 2.835 0.235 0.30 -0.98 -1.19
O 1.638 0.144 1.012 -1.15 -0.30 -2.73
H -1.015 -2.112 0.867 0.67 0.97 -1.89
H -1.532 -2.345 -0.935 1.71 1.40 1.58
H -1.479 0.216 -1.461 0.06 -0.83 2.52
H -1.187 2.012 0.653 0.69 -2.40 -0.05
H -0.713 0.444 1.742 -0.01 1.34 -2.23
H 0.902 0.753 -1.011 0.17 0.16 2.27
H 2.076 3.063 -1.033 -0.85 -0.81 1.63
```
Forces are in eV/Å.